# 1
Formula: C9H20IN
Source: OMol25
Level of theory: ωB97M-V/def2-TZVPD

Calculated values
Energy above the lowest of the compared OMol25 structures with the same formula, charge and spin: 2.812 eV

The geometry in XYZ format:
```
31
Properties=species:S:1:pos:R:3:forces:R:3
I 0.536 1.937 3.750 0.148 3.255 4.911
C -3.342 -1.074 -0.966 -0.416 0.393 -0.352
C -2.112 -1.376 -1.817 0.396 0.153 0.436
C -0.724 -0.938 -1.215 -0.149 -0.305 -0.506
C -0.618 0.527 -0.760 0.493 1.384 0.830
N 0.582 0.931 0.132 0.808 -1.863 -0.331
C 0.503 0.196 1.507 1.830 -1.802 -2.226
C 1.847 -0.585 1.630 -2.374 -0.290 1.544
C 2.350 -0.844 0.241 0.356 -0.414 1.109
C 1.918 0.399 -0.516 -0.217 -0.119 0.548
C 0.678 2.452 0.468 -0.106 -2.066 0.118
H -3.869 -0.153 -1.212 0.435 0.388 0.071
H -3.081 -1.053 0.093 -0.204 -0.163 0.039
H -4.116 -1.814 -1.170 0.143 -0.286 0.346
H -2.170 -1.007 -2.841 -0.260 0.351 0.074
H -2.147 -2.458 -1.944 0.700 -0.096 0.071
H -0.027 -1.113 -2.035 0.241 0.267 -0.082
H -0.376 -1.658 -0.474 -0.393 0.252 0.488
H -1.407 0.926 -0.122 -0.628 -0.577 -0.308
H -0.536 1.214 -1.602 -0.169 -0.169 -0.276
H 0.481 0.879 2.356 -0.235 -0.680 -2.102
H -0.345 -0.457 1.713 -0.339 0.092 -1.182
H 2.488 -0.128 2.383 0.365 0.562 -0.477
H 1.468 -1.458 2.162 0.679 -0.606 -0.183
H 3.425 -1.026 0.267 0.184 0.552 -0.320
H 1.972 -1.816 -0.075 -0.513 0.354 -0.635
H 2.616 1.208 -0.300 0.147 -0.156 -0.534
H 1.841 0.096 -1.560 -0.390 0.996 -0.158
H 0.832 3.082 -0.409 -0.455 -0.216 0.002
H 1.503 2.531 1.175 0.208 0.018 -0.298
H -0.170 2.580 1.141 -0.287 0.792 -0.618
```
Positions in Å, forces in eV/Å.

Atomic partial charges in e from the natural (NBO) method, atoms 1 to 5: -0.7210, -0.6232, -0.3896, -0.4324, -0.1969


# 2
Formula: C9H14
Source: OMol25
Level of theory: ωB97M-V/def2-TZVPD

Calculated values
Energy above the lowest of the compared OMol25 structures with the same formula, charge and spin: 0.379 eV
Structure (SMILES): Cc1ccccc1.CC

The geometry in XYZ format:
```
23
Properties=species:S:1:pos:R:3:forces:R:3
C 1.883 1.224 -1.421 -0.188 0.442 0.367
C 1.110 -0.060 -1.335 -0.571 0.339 0.030
C 1.583 -1.112 -0.576 -0.143 -0.297 0.296
C 0.914 -2.333 -0.542 0.099 -0.016 -0.157
C -0.209 -2.517 -1.318 -0.649 0.492 0.193
C -0.737 -1.438 -2.032 0.094 -0.411 0.150
C -0.137 -0.202 -1.963 0.923 -0.005 -0.671
H 2.783 1.154 -0.813 0.059 0.084 -0.034
H 1.286 2.063 -1.041 0.075 -0.101 0.022
H 2.175 1.511 -2.433 -0.039 -0.289 -0.060
H 2.423 -0.952 0.083 0.388 -0.067 -0.155
H 1.280 -3.155 0.051 0.111 0.005 0.203
H -0.802 -3.413 -1.246 0.224 -0.382 -0.228
H -1.585 -1.609 -2.674 -0.358 0.154 0.113
H -0.545 0.631 -2.520 -0.045 0.067 -0.031
C -1.294 0.948 1.775 0.062 -0.701 1.045
C -1.537 1.631 3.131 -0.851 -0.111 0.046
H -2.152 0.355 1.451 -0.224 0.561 -0.295
H -0.957 1.687 1.059 -0.102 -0.260 -0.443
H -0.559 0.155 1.917 0.516 0.337 -0.286
H -2.599 1.855 3.282 0.046 0.081 -0.181
H -1.293 0.982 3.981 0.315 0.269 -0.186
H -1.030 2.594 3.183 0.259 -0.191 0.262
```
Positions in Å, forces in eV/Å.

Atomic partial charges in e from the natural (NBO) method, atoms 1 to 5: -0.6286, -0.0123, -0.2135, -0.2052, -0.2265


# 3
Formula: C3H9NO
Source: OMol25
Level of theory: ωB97M-V/def2-TZVPD

Calculated values
Energy above the lowest of the compared OMol25 structures with the same formula, charge and spin: 11.076 eV

The geometry in XYZ format:
```
14
Properties=species:S:1:pos:R:3:forces:R:3
C 0.478 0.859 -0.549 -1.840 -1.131 -0.184
C -0.316 -0.142 -0.349 0.815 -3.331 0.742
C 0.094 -1.627 -0.587 -0.696 1.236 -1.546
O 0.025 -2.516 1.780 -1.484 -0.812 -2.736
N -0.279 3.367 -0.583 1.254 -2.377 2.789
H 0.023 1.906 -0.459 -0.993 3.746 -1.468
H 1.466 0.963 -0.421 3.684 0.087 0.080
H -1.274 -0.010 0.117 -0.549 -0.025 -0.094
H 0.969 -1.856 -1.275 -1.388 0.519 0.366
H -0.865 -2.195 -0.741 1.328 0.258 -0.269
H 0.510 -2.044 0.405 -0.324 0.365 2.122
H 0.296 -2.384 2.654 1.469 0.696 2.011
H 0.290 4.145 -0.706 1.866 0.917 -0.597
H -1.189 3.494 -0.824 -3.142 -0.148 -1.217
```
Positions in Å, forces in eV/Å.

Atomic partial charges in e from the natural (NBO) method, atoms 1 to 5: -0.1319, -0.1187, -0.5887, -0.9401, -0.9425


Record-wise LUMO values, in eV: 0.3 1.0 -4.3
Record-wise orbital gap values, in eV: 6.73 10.01 3.80
Record-wise DFT total energy values, in eV: -19245.076 -9559.802 -6783.980